# 1
ORCA calculation (the ωB97M-V functional and the def2-TZVPD basis) on a 2-piece molecular cluster, C8H7BrF3NO overall at a distorted geometry.

Last column: Löwdin charge in e.
Cartesian coordinates (Å):
1 Br -1.12 0.53 4.69  0.702
2 F 1.74 -1.80 -1.24  0.192
3 F 0.88 -1.36 -3.16  0.099
4 F -0.16 -2.69 -1.92  0.090
5 O 1.89 1.84 -1.14  -0.004
6 N -0.73 0.54 -2.12  0.206
7 C -0.27 -0.31 -1.36  -0.216
8 C -0.33 -0.96 2.38  -0.105
9 C -0.89 1.15 0.59  -0.015
10 C -0.96 1.37 1.92  -0.084
11 C -0.30 -1.15 0.96  -0.029
12 C -0.48 -0.12 0.12  -0.179
13 C 0.60 -1.52 -1.83  -0.509
14 C -0.78 0.26 2.82  -0.642
15 H -1.17 2.32 2.12  0.069
16 H -0.52 0.39 -3.06  0.063
17 H -0.05 -1.85 3.05  0.138
18 H 1.11 1.50 -1.64  0.021
19 H 0.10 -2.15 0.66  0.129
20 H 2.54 2.13 -1.68  -0.030
21 H -1.08 1.86 -0.16  0.103

Results
- E_LUMO (eV) = -0.3
- HOMO energy (eV) = -9.423
- SMILES = [H]/N=C(/c1ccc(Br)cc1)C(F)(F)F.O
- relative energy (zero: lowest compared OMol25 entry of this formula, charge and spin) (kcal per mole) = 23.8



# 2
ORCA calculation (the ωB97M-V functional and the def2-TZVPD basis) on one molecule with the formula C8H7BrO at a distorted geometry.

Last column: Löwdin charge in e.
Cartesian coordinates (Å):
1 Br 3.61 -0.40 -0.18  0.583
2 O 0.67 2.38 0.17  0.041
3 C -1.17 -0.62 0.04  0.034
4 C -0.74 0.66 0.00  -0.216
5 C 1.99 -0.82 0.67  -0.551
6 C -0.59 2.88 -0.12  -0.069
7 C 1.13 -1.70 -0.18  -0.409
8 C -1.48 1.89 -0.25  -0.014
9 C 0.63 1.09 0.24  -0.012
10 C -0.31 -1.79 0.36  -0.201
11 H 1.58 -2.70 -0.11  0.112
12 H 1.11 -1.44 -1.25  0.100
13 H -0.66 3.95 -0.22  0.123
14 H -2.22 -0.82 -0.15  0.125
15 H -0.24 -1.86 1.45  0.131
16 H -2.52 1.97 -0.46  0.112
17 H -0.79 -2.70 -0.01  0.113

Results
- E_LUMO (eV) = -1.0
- HOMO energy (eV) = -7.413
- relative energy (zero: lowest compared OMol25 entry of this formula, charge and spin) (kcal per mole) = 117.6



# 3
ORCA calculation (the ωB97M-V functional and the def2-TZVPD basis) on one molecule with the formula C8H7BrO at a distorted geometry.

Last column: Löwdin charge in e.
Cartesian coordinates (Å):
1 Br -2.41 1.11 -2.45  0.726
2 O 0.26 1.99 -2.22  -0.076
3 C -0.46 0.44 -0.40  -0.265
4 C -0.21 -0.57 2.15  -0.084
5 C -0.28 -0.92 -0.22  -0.033
6 C -0.40 0.78 1.97  -0.074
7 C -0.58 1.00 -1.77  -0.775
8 C -0.16 -1.43 1.06  -0.077
9 C 0.53 0.77 -2.89  -0.075
10 C -0.53 1.30 0.69  -0.024
11 H -0.11 -0.98 3.15  0.102
12 H -0.01 -2.49 1.21  0.103
13 H 1.44 0.27 -2.60  0.107
14 H -0.23 -1.58 -1.08  0.121
15 H -0.69 2.35 0.53  0.124
16 H -0.44 1.45 2.82  0.104
17 H 0.21 0.71 -3.92  0.095

Results
- E_LUMO (eV) = 0.7
- HOMO energy (eV) = -9.500
- SMILES = Br[C@@]1(c2ccccc2)CO1
- relative energy (zero: lowest compared OMol25 entry of this formula, charge and spin) (kcal per mole) = 0.0



# 4
ORCA calculation (the ωB97M-V functional and the def2-TZVPD basis) on one molecule with the formula C8H7I at a distorted geometry.

Last column: Löwdin charge in e.
Cartesian coordinates (Å):
1 I 4.13 0.44 0.05  0.910
2 C 0.71 0.62 -0.66  -0.373
3 C 0.48 -3.31 -0.05  -0.126
4 C 2.85 -1.18 0.10  -0.607
5 C 0.65 -0.78 -0.50  -0.036
6 C 2.72 -2.42 0.24  -0.154
7 C 0.73 1.30 0.64  -0.157
8 C 1.78 -3.37 0.18  -0.044
9 C 0.11 -1.93 -0.41  -0.124
10 H 1.67 0.89 -1.25  0.085
11 H -0.10 0.98 -1.32  0.132
12 H -0.17 1.32 1.25  0.077
13 H 1.01 2.41 0.33  0.121
14 H -0.97 -2.13 -0.84  0.170
15 H 1.62 0.91 1.22  0.027
16 H -0.35 -4.03 -0.10  0.099

Results
- E_LUMO (spin up / spin down) (eV) = -0.2 / -0.2
- HOMO energy (spin up / spin down) (eV) = -8.030 / -8.031
- relative energy (zero: lowest compared OMol25 entry of this formula, charge and spin) (kcal per mole) = 102.0



# 5
ORCA calculation (the ωB97M-V functional and the def2-TZVPD basis) on one molecule with the formula C8H7N3O at a distorted geometry.

Last column: Löwdin charge in e.
Cartesian coordinates (Å):
1 O 3.10 -1.52 -0.13  0.149
2 N 0.90 1.24 -0.02  0.154
3 N 3.20 1.38 0.10  0.059
4 N 0.78 -1.43 0.22  0.137
5 C -0.35 0.65 0.20  -0.215
6 C 2.12 -0.92 -0.02  -0.416
7 C -0.38 -0.74 0.20  -0.277
8 C -1.58 -1.37 0.03  -0.028
9 C -2.82 0.68 0.02  -0.067
10 C -2.83 -0.70 -0.22  -0.055
11 C 1.94 0.57 -0.01  -0.296
12 C -1.55 1.34 0.08  -0.010
13 H 0.71 -2.49 0.66  0.233
14 H -3.62 -1.35 -0.47  0.085
15 H -3.55 1.42 0.13  0.075
16 H 2.81 2.33 -0.31  0.123
17 H -1.52 -2.50 -0.07  0.126
18 H 4.10 1.02 -0.40  0.111
19 H -1.46 2.42 0.01  0.112

Results
- E_LUMO (eV) = 0.3
- HOMO energy (eV) = -8.588
- SMILES = Nc1nc2ccccc2[nH]c1=O
- relative energy (zero: lowest compared OMol25 entry of this formula, charge and spin) (kcal per mole) = 45.3



# 6
ORCA calculation (the ωB97M-V functional and the def2-TZVPD basis) on an isolated ion of composition C8H7N4O3 and charge -1 at a distorted geometry.

Last column: Löwdin charge in e.
Cartesian coordinates (Å):
1 O -2.42 -2.51 0.07  0.038
2 O -0.33 -0.09 2.41  0.009
3 O -0.62 1.70 1.10  -0.056
4 N 2.16 -2.32 0.30  0.116
5 N 2.08 1.77 0.08  0.142
6 N 3.30 -0.24 0.13  0.104
7 N -0.19 -2.34 0.26  0.158
8 C -0.73 0.50 1.41  -0.724
9 C 3.23 -1.56 0.24  -0.265
10 C -1.58 -0.33 0.37  -0.072
11 C 1.00 -0.34 -0.18  0.140
12 C 2.13 0.42 0.03  -0.411
13 C 0.99 -1.67 0.14  -0.339
14 C -2.57 0.40 -0.47  -0.051
15 C -1.46 -1.75 0.21  -0.429
16 H -2.32 0.36 -1.53  0.085
17 H 4.18 -2.07 0.33  0.094
18 H 1.16 2.10 0.39  0.071
19 H -2.60 1.45 -0.16  0.071
20 H -0.16 -3.34 0.39  0.150
21 H -3.54 -0.07 -0.34  0.078
22 H 2.88 2.23 0.48  0.092

Results
- E_LUMO (spin up / spin down) (eV) = 3.7 / 2.1
- HOMO energy (spin up / spin down) (eV) = -4.205 / -5.168
- multiplicity = 3
- relative energy (zero: lowest compared OMol25 entry of this formula, charge and spin) (kcal per mole) = 0.0
- total charge = -1



# 7
ORCA calculation (the ωB97M-V functional and the def2-TZVPD basis) on one molecule with the formula C8H7N5O2S at a distorted geometry.

Last column: Löwdin charge in e.
Cartesian coordinates (Å):
1 S -5.10 2.38 2.02  0.552
2 O 3.21 -0.61 0.52  0.054
3 O 3.69 -1.91 -1.35  0.076
4 N -2.18 0.15 0.55  0.053
5 N -3.32 0.85 0.75  -0.052
6 N -2.62 1.89 2.79  0.071
7 N 2.85 -1.16 -0.52  -0.187
8 N 2.84 -2.54 -2.31  0.164
9 C -0.83 -1.25 -0.95  -0.180
10 C 1.63 -2.16 -1.98  -0.293
11 C -3.60 1.64 1.86  -0.896
12 C -2.15 -0.80 -0.43  -0.036
13 C 0.39 -0.85 -0.38  0.087
14 C -0.73 -2.16 -2.06  -0.015
15 C 0.47 -2.58 -2.57  -0.008
16 C 1.62 -1.32 -0.88  -0.163
17 H -1.63 -2.50 -2.55  0.112
18 H -1.68 1.56 2.53  0.100
19 H -3.04 -1.13 -0.95  0.109
20 H 0.54 -3.20 -3.49  0.140
21 H -2.80 2.73 3.32  0.086
22 H -4.06 0.73 0.10  0.104
23 H 0.38 -0.18 0.48  0.119

Results
- E_LUMO (eV) = -1.7
- HOMO energy (eV) = -8.295
- SMILES = NC(=S)N/N=C/c1ccc2no[n+]([O-])c2c1
- relative energy (zero: lowest compared OMol25 entry of this formula, charge and spin) (kcal per mole) = 0.0



# 8
ORCA calculation (the ωB97M-V functional and the def2-TZVPD basis) on one molecule with the formula C8H7NO2 at a distorted geometry.

Last column: Löwdin charge in e.
Cartesian coordinates (Å):
1 O -1.66 1.00 0.02  0.156
2 O -3.63 -0.29 -0.08  0.155
3 N -1.44 -1.16 0.19  0.176
4 C 1.82 1.20 -0.02  -0.044
5 C 0.57 1.66 0.03  0.006
6 C -0.17 -0.66 -0.04  -0.194
7 C -0.41 0.66 0.00  -0.292
8 C 2.21 -0.21 -0.05  -0.243
9 C 1.13 -1.10 -0.11  0.022
10 C -2.46 -0.16 0.01  -0.430
11 C 3.61 -0.66 0.02  -0.053
12 H 0.25 2.66 -0.09  0.120
13 H 1.43 -2.14 -0.21  0.117
14 H 3.75 -0.76 1.03  0.056
15 H -1.74 -2.09 -0.08  0.162
16 H 3.77 -1.63 -0.40  0.078
17 H 2.63 1.95 -0.05  0.117
18 H 4.36 0.10 -0.19  0.090

Results
- E_LUMO (eV) = 0.7
- HOMO energy (eV) = -8.244
- SMILES = Cc1ccc2oc(=O)[nH]c2c1
- relative energy (zero: lowest compared OMol25 entry of this formula, charge and spin) (kcal per mole) = 13.4



# 9
ORCA calculation (the ωB97M-V functional and the def2-TZVPD basis) on one molecule with the formula C8H7NO3S at a distorted geometry.

Last column: Löwdin charge in e.
Cartesian coordinates (Å):
1 S 3.50 -1.81 -0.14  1.033
2 O -0.68 0.56 -0.62  -0.122
3 O -1.70 -4.01 0.08  0.066
4 O -2.74 -2.11 0.35  0.061
5 N -1.77 -2.79 0.03  -0.355
6 C 1.26 -0.53 0.06  -0.238
7 C -2.13 0.79 -0.51  -0.039
8 C -0.23 -0.45 0.18  -0.227
9 C -0.48 -2.09 -0.15  0.003
10 C 3.49 -0.05 -0.02  -0.362
11 C 0.71 -2.78 -0.15  0.036
12 C 1.78 -1.82 -0.12  -0.483
13 C 2.22 0.46 0.09  -0.125
14 H 4.41 0.49 0.13  0.058
15 H -2.33 0.84 0.59  0.094
16 H 0.71 -3.76 -0.51  0.104
17 H -2.22 1.74 -1.17  0.132
18 H -2.77 -0.04 -0.70  0.045
19 H 2.24 1.61 -0.01  0.153
20 H -0.51 -0.42 1.24  0.166

Results
- E_LUMO (eV) = -1.0
- HOMO energy (eV) = -8.646
- SMILES = CO[C@H]1C([N+](=O)[O-])=Cc2sccc21
- relative energy (zero: lowest compared OMol25 entry of this formula, charge and spin) (kcal per mole) = 99.1



# 10
ORCA calculation (the ωB97M-V functional and the def2-TZVPD basis) on one molecule with the formula C8H7NO4S3 at a distorted geometry.

Last column: Löwdin charge in e.
Cartesian coordinates (Å):
1 S 2.33 1.23 1.93  0.628
2 S 1.03 -1.54 1.85  1.096
3 S -0.78 3.03 -2.44  1.080
4 O 1.01 2.63 -0.64  0.073
5 O 3.04 0.70 3.09  -0.339
6 O 3.25 1.78 0.92  -0.313
7 O 1.04 4.69 -1.62  0.050
8 N -0.72 1.52 -1.68  -0.221
9 C 0.62 3.56 -1.50  -0.754
10 C 1.30 2.53 2.58  -0.136
11 C -0.32 -0.91 -0.27  -0.082
12 C 0.41 0.27 0.05  -0.212
13 C 0.27 1.48 -0.79  -0.319
14 C -0.11 -1.96 0.58  -0.516
15 C 1.16 0.07 1.18  -0.533
16 C -0.80 -3.33 0.50  -0.076
17 H -1.05 -0.97 -1.08  0.120
18 H 0.02 -4.10 0.46  0.093
19 H -1.43 -3.49 1.35  0.064
20 H 0.74 3.03 1.79  0.063
21 H 0.66 2.07 3.34  0.085
22 H 1.91 3.30 3.00  0.071
23 H -1.40 -3.42 -0.40  0.077

Results
- E_LUMO (eV) = -0.8
- HOMO energy (eV) = -9.323
- SMILES = Cc1cc(-c2nsc(=O)o2)c(S(C)(=O)=O)s1
- relative energy (zero: lowest compared OMol25 entry of this formula, charge and spin) (kcal per mole) = 0.0



# 11
ORCA calculation (the ωB97M-V functional and the def2-TZVPD basis) on C8H7NO6Pt as an isolated structure at a distorted geometry.

Last column: Löwdin charge in e.
Cartesian coordinates (Å):
1 Pt 0.00 0.08 -0.14  1.100
2 O 0.00 -1.17 -2.96  0.250
3 O 0.00 3.74 -1.34  0.169
4 O 3.15 -0.09 0.04  0.245
5 O -3.15 -0.09 0.04  0.245
6 O 0.00 -2.92 1.06  0.257
7 O -0.06 0.82 1.93  -0.216
8 N 0.54 0.72 4.06  -0.149
9 C -0.40 1.78 4.32  0.009
10 C 2.02 0.08 0.01  -0.143
11 C -0.01 -1.82 0.71  -0.076
12 C 0.66 0.26 2.83  -0.260
13 C 1.33 0.10 5.11  0.001
14 C 0.00 2.67 -0.96  0.051
15 C 0.00 -0.62 -1.96  -0.175
16 C -2.02 0.07 0.02  -0.132
17 H -1.43 1.49 4.05  0.115
18 H 1.09 0.58 6.06  0.109
19 H 1.36 -0.58 2.64  0.150
20 H -0.37 2.01 5.39  0.107
21 H 1.11 -0.97 5.16  0.112
22 H 2.40 0.22 4.89  0.114
23 H -0.14 2.69 3.75  0.116

Results
- E_LUMO (spin up / spin down) (eV) = -8.3 / -10.2
- HOMO energy (spin up / spin down) (eV) = -16.284 / -17.143
- multiplicity = 3
- total charge = +2